# 1
62
Properties=species:S:1:pos:R:3:forces:R:3:mulliken_charge:R:1 method="wB97M-V/def2-TZVPD" fmax_ev_per_a=3.2 multiplicity=3 total_charge=+2 e_homo_ev="-13.9 / -13.9" s2=2.024 de_lowest_kcal_mol=19.6
V -0.80719 -0.34524 0.04429 0.8 0.0 0.4 0.141
N -1.31488 1.53652 -1.20154 -0.2 -0.3 0.0 -0.706
C -2.76653 1.42479 -1.55246 0.3 0.0 0.2 -0.464
C -3.17105 -0.03021 -1.42154 0.3 0.8 -0.1 0.459
O -3.91535 -0.65451 -2.06632 -0.3 -0.4 0.1 -0.395
O -2.38004 -0.57236 -0.37866 -2.9 -0.8 -0.9 -0.589
H -1.12307 2.44192 -0.77948 0.1 0.0 0.0 0.276
H -0.78013 1.50234 -2.06787 0.1 0.2 0.1 0.262
H -2.98792 1.76979 -2.55755 0.0 0.0 -0.1 0.412
H -3.36533 2.00047 -0.84750 0.0 0.1 0.0 0.344
C 1.23262 0.21308 0.62876 0.4 -0.1 0.2 0.046
C 1.65280 -1.13906 1.22874 -0.2 -0.1 0.1 -1.102
P 0.29732 -2.33729 0.82143 0.8 -0.3 -0.2 1.070
C 0.81726 -2.97357 -0.78652 -0.2 0.0 -0.1 0.551
C 1.94869 -3.78414 -0.88479 0.1 0.1 0.0 -0.517
C 2.37827 -4.21168 -2.12841 0.0 0.0 0.0 -0.828
C 1.68826 -3.83527 -3.27845 0.0 0.0 0.0 -0.538
C 0.54597 -3.05649 -3.18864 0.0 0.0 0.0 -0.814
C 0.10448 -2.63547 -1.93935 0.1 0.0 0.0 -0.293
C 0.28129 -3.71785 1.95387 -0.2 0.1 0.1 0.843
C 1.10483 -3.76801 3.07412 0.0 0.0 0.0 -0.212
C 1.12065 -4.91872 3.84876 0.0 0.0 0.0 -0.729
C 0.31444 -5.99656 3.51225 0.0 0.0 0.0 -0.483
C -0.52607 -5.93283 2.40519 0.0 0.0 0.0 -0.735
C -0.54869 -4.79254 1.62240 0.0 0.0 0.1 -0.518
P 2.46321 1.65390 0.63812 -0.3 0.0 -0.2 -0.161
C 2.62900 1.77936 2.44909 0.2 0.0 0.0 1.155
C 3.80183 1.69377 3.19549 0.0 -0.1 0.1 -0.390
C 3.78384 1.94824 4.56403 0.1 0.0 -0.1 -0.753
C 2.61102 2.32354 5.19508 0.0 0.0 0.0 -0.498
C 1.44100 2.44168 4.45635 0.0 0.0 0.0 -0.793
C 1.45583 2.18181 3.09647 -0.1 0.0 0.1 -0.398
C 3.78120 0.71254 -0.19993 0.3 0.2 0.0 0.773
C 3.58826 0.63973 -1.58390 0.0 0.0 0.0 -0.370
C 4.53823 0.06228 -2.40959 0.0 0.0 0.0 -0.915
C 5.71877 -0.42720 -1.86544 0.0 0.0 0.0 -0.522
C 5.91725 -0.37600 -0.49543 -0.1 0.0 0.1 -0.829
C 4.95520 0.18670 0.33686 -0.1 -0.2 0.0 0.040
H 0.32389 0.58777 1.20341 0.6 0.4 0.1 0.365
H 1.00017 0.05900 -0.47175 0.5 0.3 0.1 0.422
H 1.76965 -1.03457 2.30764 0.0 0.1 0.0 0.592
H 2.59647 -1.46517 0.79172 0.0 0.0 0.0 0.414
H 2.48624 -4.08245 0.00846 0.0 0.0 0.0 0.475
H 3.24966 -4.84816 -2.20671 0.0 0.0 0.0 0.466
H 2.03440 -4.17028 -4.24747 0.0 0.0 0.0 0.455
H -0.01153 -2.80128 -4.07991 0.0 0.0 0.0 0.480
H -0.84389 -2.10830 -1.86943 -0.1 0.0 0.0 0.625
H 1.73702 -2.93306 3.34785 0.0 0.0 0.0 0.303
H 1.76646 -4.97257 4.71475 0.0 0.0 0.0 0.428
H 0.34520 -6.89590 4.11272 0.0 0.0 0.0 0.416
H -1.15901 -6.77254 2.15246 0.0 0.0 0.0 0.423
H -1.19899 -4.74272 0.75664 0.0 0.0 0.0 0.416
H 4.74526 1.45550 2.73377 0.0 0.0 0.0 0.343
H 4.70144 1.85955 5.13079 0.0 0.1 0.0 0.423
H 2.60888 2.54495 6.25390 0.0 0.0 0.0 0.412
H 0.52511 2.76170 4.93598 0.0 0.0 0.0 0.415
H 0.54058 2.33450 2.52915 0.0 0.1 0.0 0.323
H 2.69608 1.07249 -2.02973 0.0 0.1 0.0 0.422
H 4.37274 0.01851 -3.47829 0.0 0.0 0.0 0.459
H 6.48156 -0.84436 -2.50930 0.0 0.0 0.0 0.437
H 6.82638 -0.77370 -0.06370 0.0 0.0 0.0 0.440
H 5.13003 0.17743 1.39993 0.0 0.0 0.0 0.223

***

# 2
7
Properties=species:S:1:pos:R:3:forces:R:3:mulliken_charge:R:1 method="wB97M-V/def2-TZVPD" fmax_ev_per_a=3.9 multiplicity=2 total_charge=0 e_homo_ev="-10.3 / -9.9" s2=0.753 de_lowest_kcal_mol=6.3
S -1.92118 -0.96613 1.65144 0.8 -0.6 0.1 -0.182
H -0.81872 -1.80304 1.73979 -0.8 0.6 -0.1 0.175
C 0.81330 0.57885 -0.40001 -1.2 -1.2 -3.2 -0.270
N 0.45288 0.32736 -1.65178 0.6 0.8 3.7 -0.502
H 1.71378 0.22764 0.03321 1.5 -0.5 -0.6 0.273
H 0.28107 0.99248 0.42621 -1.4 0.8 0.0 0.252
H -0.52112 0.64284 -1.79887 0.5 0.1 0.1 0.254

***

# 3
12
Properties=species:S:1:pos:R:3:forces:R:3:mulliken_charge:R:1 method="wB97M-V/def2-TZVPD" fmax_ev_per_a=5.1 multiplicity=1 total_charge=0 e_homo_ev=-10.0 de_lowest_kcal_mol=92.7
H -2.11416 0.71449 1.03316 -0.1 0.1 -0.1 0.248
N -1.32544 0.91311 1.64377 -1.1 -2.3 -0.6 -0.703
C -0.29101 0.16868 1.38544 -0.9 4.9 -1.4 0.293
O 0.71529 0.63582 2.09577 0.0 2.4 2.3 -0.573
C 0.09773 -0.20293 -0.00444 -0.6 -0.8 -0.3 0.570
C 1.38727 -0.19398 -0.60899 0.3 -0.3 0.0 -0.190
C 1.13615 -0.66925 -1.85710 0.2 0.7 0.1 -0.380
O -0.18288 -0.82693 -2.02421 0.1 0.1 -0.6 -0.130
N -0.83361 -0.47078 -0.88890 0.0 -0.9 0.9 -0.400
H 0.06345 1.52406 2.49055 2.6 -3.4 -0.7 0.478
H 2.31311 0.21114 -0.21591 -0.2 -0.5 0.1 0.360
H 1.75462 -0.85866 -2.72940 -0.2 0.0 0.3 0.427

***

# 4
14
Properties=species:S:1:pos:R:3:forces:R:3:mulliken_charge:R:1 method="wB97M-V/def2-TZVPD" fmax_ev_per_a=4.6 multiplicity=1 total_charge=0 e_homo_ev="-8.2 / -8.2" de_lowest_kcal_mol=73.8
C 0.08877 0.22152 -1.66498 1.9 1.6 3.8 -1.029
C -0.73860 -0.55403 -0.68270 -0.9 -0.8 0.8 0.108
N -0.29894 -1.69262 -0.13900 -3.2 -1.9 -0.1 -0.306
O -0.33285 -0.19822 2.22803 0.9 0.1 0.3 -0.554
O -1.04049 2.10442 1.87312 0.7 0.2 -0.4 -0.590
S 1.79246 1.49158 0.82369 -0.2 0.0 -0.4 -0.320
S -0.31254 0.96128 1.34194 -1.8 -1.2 -0.5 0.761
H -0.18190 -0.22793 -2.54865 -0.4 -0.4 -2.7 0.407
H 1.21089 0.02745 -1.42029 -2.0 0.4 -0.6 0.260
H -0.13085 1.34003 -1.52319 0.3 -1.8 -0.8 0.313
H -1.86969 -0.63930 -0.82362 1.6 0.8 0.2 0.303
H 0.53934 -1.91538 0.29637 2.4 0.7 0.3 0.238
H 2.22143 1.56290 2.06506 0.1 0.0 0.7 0.164
H -0.94703 -2.48169 0.17423 0.5 2.2 -0.6 0.244

***

# 5
19
Properties=species:S:1:pos:R:3:forces:R:3:mulliken_charge:R:1 method="wB97M-V/def2-TZVPD" fmax_ev_per_a=2.8 multiplicity=1 total_charge=+4 e_homo_ev=-25.5
O 0.51326 -0.54941 3.51204 0.5 0.1 0.9 -0.022
C 0.12340 -0.41572 2.44105 -0.7 -0.7 -0.2 -0.098
C -1.17270 -1.11379 1.92488 -0.2 0.2 -0.1 -0.338
C -1.26516 -1.44113 0.66441 0.4 1.0 -0.1 -0.268
C -0.05573 -1.11422 -0.25149 -0.2 0.4 -0.5 0.520
O 0.29143 -1.81390 -1.11046 0.2 -0.7 -0.8 -0.202
C 0.73335 0.19307 0.12928 -1.7 -1.1 -0.1 -0.012
C 1.49355 1.03973 -1.06642 2.7 0.4 0.9 0.660
F 2.44856 0.36623 -1.59178 -0.6 -0.2 -0.1 -0.068
F 1.94758 2.13337 -0.53478 -0.2 -0.2 -0.1 -0.114
C 0.34552 1.55083 -2.21917 -1.2 0.5 -1.3 0.218
F -0.37937 0.51631 -2.57376 0.0 -0.1 0.1 -0.144
F 1.07645 1.99423 -3.17734 0.2 -0.2 0.2 -0.053
C 0.81641 0.51864 1.36190 0.8 1.0 -0.1 0.077
H -1.91465 -1.29389 2.68838 0.1 0.0 0.5 0.530
H -2.15911 -2.00882 0.25509 1.9 -0.2 0.7 0.194
H -0.23954 2.33253 -1.71888 0.1 0.1 0.3 0.410
H 1.33247 1.38523 1.77196 -0.2 0.2 0.6 0.637
Zr -3.93574 -2.27930 -0.50490 -1.8 -0.5 -0.8 2.073

***

# 6
51
Properties=species:S:1:pos:R:3:forces:R:3:mulliken_charge:R:1 method="wB97M-V/def2-TZVPD" fmax_ev_per_a=1.8 multiplicity=1 total_charge=0 e_homo_ev=-9.8 de_lowest_kcal_mol=207.4
C -0.06939 -2.17900 -2.68877 -0.6 0.3 0.9 -0.443
N 1.20999 -2.10184 -3.42359 -0.2 -0.6 0.4 0.956
O 2.21574 -2.26121 -2.77543 0.6 0.1 0.5 -0.541
O 1.18305 -1.94584 -4.61486 -0.3 0.3 -0.8 -0.569
H 0.09150 -1.88300 -1.65506 0.3 0.3 -0.2 0.040
H -0.42210 -3.20132 -2.59789 0.2 -0.1 -0.7 0.212
H -0.80858 -1.53956 -3.15638 0.0 -0.1 -0.2 0.298
C 3.57610 0.44580 -0.87024 0.3 -0.1 -0.4 -0.434
N 3.91683 -0.57966 0.15832 -0.3 0.6 0.0 0.980
O 4.63806 -1.47453 -0.20091 0.3 -0.5 -0.2 -0.578
O 3.48104 -0.43103 1.27519 -0.1 0.0 0.4 -0.530
H 4.53120 0.87575 -1.16149 0.0 0.0 -0.1 0.367
H 2.90294 1.20355 -0.49270 0.0 -0.1 0.3 0.045
H 3.14895 -0.09689 -1.70946 0.0 0.0 0.0 0.123
C -1.54515 0.21593 0.78941 -1.0 0.8 -0.3 -0.783
N -0.13501 -0.13201 1.01230 0.3 -0.5 0.6 0.909
O 0.15931 -0.35393 2.17103 0.0 0.2 -0.3 -0.558
O 0.62321 -0.24770 0.07100 -0.2 0.3 -0.2 -0.400
H -1.77058 1.19276 1.21949 0.4 -0.1 0.4 0.353
H -2.13499 -0.52990 1.30908 0.0 -0.1 -0.1 0.252
H -1.82014 0.33194 -0.25523 0.4 -0.6 -0.1 0.217
C -4.29955 -0.76767 -2.04831 0.1 -0.3 0.1 -1.164
C -4.23155 -1.69209 -0.83968 -0.4 0.8 -0.2 -0.306
O -3.03630 -2.42630 -0.90839 0.0 -0.1 0.1 -0.186
C -2.89479 -3.35929 0.14869 0.8 -0.6 -0.8 -0.297
C -1.51780 -4.01973 0.03215 -0.5 0.2 1.7 -1.097
H -4.20227 -1.39995 -2.93157 0.0 0.2 -0.1 0.277
H -5.24480 -0.22929 -2.10209 -0.1 -0.1 0.1 0.386
H -3.50727 -0.01860 -2.05889 0.1 -0.1 0.1 0.248
H -4.27539 -1.12140 0.09927 0.1 0.0 0.0 0.297
H -5.13116 -2.31922 -0.84724 0.2 -0.3 0.0 0.387
H -3.01297 -2.86370 1.11521 -0.1 -0.1 0.1 0.320
H -3.61440 -4.17670 0.03629 -0.4 0.3 0.1 0.352
H -1.53477 -4.86545 0.72881 0.0 -0.3 -0.4 0.425
H -0.74509 -3.40121 0.49547 0.2 0.3 -0.7 0.195
H -1.30548 -4.36319 -0.97070 0.1 0.0 -0.1 0.249
C 3.18707 2.84753 3.60576 -0.3 -0.4 0.2 -1.430
C 1.98500 2.56834 2.71795 1.1 -0.1 -0.1 0.480
O 1.82991 3.68622 1.86056 -0.5 0.0 0.3 -0.366
C 0.75392 3.54687 0.96022 0.4 0.6 -0.6 0.403
C 0.80950 4.78992 0.07469 0.2 0.1 0.3 -1.388
H 4.11387 2.85648 3.03540 0.0 0.4 -0.1 0.315
H 3.00343 3.77769 4.14274 0.3 0.1 -0.1 0.354
H 3.30957 2.05108 4.34347 -0.2 0.0 0.0 0.398
H 2.20215 1.69355 2.09462 -0.3 -0.2 0.2 -0.158
H 1.11655 2.38143 3.35564 -0.3 0.1 -0.2 0.240
H 0.92622 2.64807 0.35531 -0.3 -0.2 0.0 -0.084
H -0.21105 3.48893 1.47347 0.0 -0.2 0.2 0.229
H 0.86986 5.65915 0.73215 0.1 0.0 0.0 0.316
H -0.03769 4.96453 -0.58747 -0.1 -0.4 0.0 0.391
H 1.72330 4.75569 -0.51735 0.0 0.1 -0.1 0.300

***

# 7
21
Properties=species:S:1:pos:R:3:forces:R:3:mulliken_charge:R:1 method="wB97M-V/def2-TZVPD" fmax_ev_per_a=3.4 multiplicity=1 total_charge=0 e_homo_ev=-7.3 de_lowest_kcal_mol=86.2
H -0.45694 -2.42461 0.21681 -0.2 0.5 0.1 0.170
N 0.36456 -1.93391 -0.13341 0.6 -0.4 1.2 -0.633
C 1.01790 -1.29266 0.77975 -0.2 -2.4 -0.6 0.380
C 0.69170 -1.27193 2.24478 0.0 0.1 -0.2 -1.297
H 2.05502 -1.07235 0.53951 -0.1 0.6 -0.1 0.270
H 1.07175 -0.36074 2.70178 0.0 0.1 0.1 0.303
H 1.18306 -2.11791 2.72722 0.0 0.0 0.0 0.375
H -0.38270 -1.34962 2.41016 0.0 0.0 0.0 0.365
C -2.21388 1.69440 -0.40499 -0.1 -0.1 0.2 -0.916
C -1.31211 1.20437 -1.26460 0.1 -0.1 0.2 0.162
N -0.00450 0.90476 -1.01399 -0.1 0.6 0.3 0.067
C 0.80313 0.16323 -1.97598 0.2 -2.1 1.8 -0.993
N 0.41336 0.80510 0.33199 -0.2 1.0 -0.3 -0.507
H -1.99479 1.93887 0.62303 0.1 0.1 0.1 0.285
H -3.23288 1.83248 -0.71724 -0.1 0.1 -0.1 0.244
H -1.60888 0.97215 -2.27849 0.0 0.1 -0.1 0.252
H 0.68417 -1.01039 -1.59030 0.2 2.6 -2.2 0.408
H 0.59361 0.56611 -2.96764 -0.2 -0.7 0.0 0.411
H 1.84398 0.40827 -1.76187 0.1 0.2 -0.1 0.232
H 0.89844 1.65918 0.61358 -0.3 0.0 -0.1 0.196
H -0.41400 0.68520 0.91992 0.2 0.1 -0.2 0.227

***

# 8
12
Properties=species:S:1:pos:R:3:forces:R:3:mulliken_charge:R:1 method="wB97M-V/def2-TZVPD" fmax_ev_per_a=4.4 multiplicity=1 total_charge=0 e_homo_ev=-9.2 de_lowest_kcal_mol=59.7
N 1.60360 -0.43972 0.18888 -0.4 -1.2 1.0 -0.593
C 0.39919 -0.06550 -0.42386 -0.4 0.2 -0.5 -0.256
C -0.22115 1.23591 -0.01736 -0.7 0.8 1.3 -0.690
C -0.78782 -0.05869 0.43399 -0.6 -1.2 2.0 0.096
O -2.03087 -0.45886 -0.02688 0.1 -3.8 -2.2 -0.535
H 2.39219 -0.03385 -0.22525 1.3 0.4 -0.7 0.210
H 1.66445 -1.45169 0.22733 0.4 0.2 0.0 0.210
H 0.17757 -0.37775 -1.43914 0.1 0.1 -0.3 0.361
H -0.83977 1.80325 -0.75304 0.9 -0.3 1.0 0.290
H 0.14449 1.61203 0.97791 0.2 0.8 -1.9 0.271
H -0.61164 -0.34008 1.52834 -0.2 0.5 -1.6 0.304
H -1.89024 -1.42506 -0.47091 -0.7 3.4 1.6 0.330

***

| no. | E_tot (eV) | M (g/mol) |
| --- | --- | --- |
| 1 | -79324.68593 | 523.4 |
| 2 | -13424.41564 | 62.1 |
| 3 | -11284.52040 | 112.1 |
| 4 | -29440.52668 | 141.2 |
| 5 | -24540.21951 | 299.3 |
| 6 | -32718.15443 | 331.4 |
| 7 | -9862.62944 | 115.2 |
| 8 | -6760.16162 | 73.1 |